Entry 1:
Here is C18H9Cl2F3N4O in the gas phase from the OMol25 dataset. Energies are from ωB97M-V/def2-TZVPD.

Calculated values
structure (SMILES)	N#Cc1c(C(F)(F)F)cc(NCc2ccco2)n2c1nc1cc(Cl)c(Cl)cc12
charge	0
molecular weight	425.20	Da
largest force on an atom	2.5	eV/A

Geometry as XYZ:
```
37
Properties=species:S:1:pos:R:3:forces:R:3:lowdin_charge:R:1
N -3.005395 -4.494207 1.556215 0.76 0.80 -0.87 0.1893
F -1.379467 -4.780417 -1.906254 -0.38 0.67 0.18 0.1402
F -3.340368 -3.808400 -1.781195 1.33 0.40 -0.24 0.1332
F -1.834786 -3.156336 -3.244260 -0.31 0.08 -0.19 0.1459
Cl 0.801434 2.113289 5.777632 0.24 -0.25 -1.25 0.6268
Cl 2.152472 3.424911 2.979857 -0.36 -0.44 0.14 0.6660
C -2.368970 -3.716275 0.976626 -0.66 -0.68 1.21 -0.1738
N -1.077495 -1.559238 2.565876 -0.06 -0.15 -1.78 0.1902
O -1.663316 2.544486 -2.137593 -0.44 -0.48 -0.74 0.0288
C -1.019990 -1.614343 1.225458 -0.52 -1.35 1.31 -0.1765
C -2.925929 2.726809 -2.689812 0.06 -0.83 -0.54 -0.1016
C -3.101434 1.951206 -3.788666 -0.01 -0.64 -0.39 -0.0558
C -0.648562 -1.397454 -1.521423 -1.14 -1.42 -0.05 0.0549
C -1.840842 1.235433 -3.984430 -0.81 1.23 1.76 -0.0139
C -1.589104 -2.677985 0.388328 0.54 1.23 -2.09 -0.0772
C -0.144014 -0.407327 -0.727814 -0.18 0.32 0.05 -0.1719
C -1.416444 -2.558747 -1.008407 0.94 1.50 1.48 0.0067
C -1.046195 1.602167 -2.932230 -0.21 -0.16 -1.94 -0.2842
C -0.099956 0.186190 4.092306 0.51 0.83 0.67 -0.0156
C 0.905059 1.361563 1.757911 -0.02 0.05 0.40 -0.0390
C 0.672177 1.391651 4.158729 -1.33 -1.45 0.39 -0.6123
C 1.183119 1.974175 2.972545 -0.25 -0.39 0.43 -0.6650
C -0.369259 -0.433561 2.870287 0.62 0.86 0.41 -0.2446
C 0.146194 0.187701 1.736391 0.55 1.18 -0.46 -0.1406
N -0.286377 -0.566344 0.670638 -0.06 -0.13 -1.85 0.1257
N 0.473512 0.737020 -1.258056 0.25 0.19 1.30 0.0572
C -2.007139 -3.578790 -1.993597 -0.09 -0.44 0.63 -0.5470
C 0.375307 1.172833 -2.679309 -0.07 0.40 0.95 -0.0910
H -3.672275 3.345290 -2.221102 0.51 0.20 0.45 0.1188
H -4.056246 1.776979 -4.355526 1.30 0.53 0.68 0.1248
H -0.552098 -1.227786 -2.588044 -0.20 -0.35 0.19 0.1033
H -1.597198 0.552892 -4.756656 0.18 -0.50 -0.44 0.1011
H -0.522973 -0.293573 4.982657 0.35 0.53 -0.16 0.1203
H 1.287545 1.825902 0.868312 0.23 0.00 0.00 0.0883
H 0.422426 1.565124 -0.645455 -0.03 -0.97 -0.49 0.1121
H 1.093777 2.022666 -2.830170 -0.63 -0.68 0.46 0.1427
H 0.741690 0.390552 -3.372238 -0.64 0.30 0.39 0.1337
```
Forces are in eV/Å.



Entry 2:
Here is 10 unconnected molecules or ions with the total composition C20H60O10 from the OMol25 dataset. Energies are from ωB97M-V/def2-TZVPD.

Calculated values
structure (SMILES)	CCO.CCO.CCO.CCO.CCO.CCO.CCO.CCO.CCO.CCO
charge	0
energy relative to the best compared isomer or geometry (same formula, charge and spin)	497.7	kJ/mol
molecular weight	460.69	Da
largest force on an atom	3.5	eV/A

Geometry as XYZ:
```
90
Properties=species:S:1:pos:R:3:forces:R:3:lowdin_charge:R:1
C 1.189811 1.299188 1.609070 -0.08 -0.80 -0.21 -0.0849
C 0.320421 0.446728 0.680180 0.55 0.55 2.90 -0.3815
O 0.452561 0.847948 -0.619870 -0.29 0.36 -1.57 -0.0555
H 0.880571 2.340568 1.698470 0.37 0.06 -0.54 0.0739
H 2.189491 1.081188 1.233290 0.35 0.94 0.30 0.0738
H 1.125811 0.901718 2.622000 0.03 -0.21 0.02 0.0705
H -0.691759 0.574008 1.064110 -0.41 -0.59 -0.27 0.1104
H 0.732971 -0.552962 0.816310 -0.59 -0.49 0.02 0.1087
H -0.247469 0.362178 -1.062100 0.07 0.15 -0.70 0.0851
C -1.706409 1.420888 8.101580 -1.18 0.71 0.28 -0.0855
C -2.607419 2.432858 8.836550 0.74 -0.70 0.40 -0.3051
O -2.481059 2.147298 10.245970 -0.37 0.46 -0.47 -0.0986
H -1.868429 1.524478 7.028680 0.47 -0.09 -0.10 0.0688
H -2.093939 0.450228 8.411020 0.32 -0.26 -0.17 0.0662
H -0.674719 1.540208 8.432460 -0.06 -0.05 -0.32 0.0767
H -3.652009 2.299548 8.555170 -0.08 0.12 -0.25 0.1011
H -2.326819 3.471398 8.661010 0.08 -0.07 0.13 0.1069
H -2.992629 1.339818 10.334640 0.08 -0.13 0.48 0.0698
C 4.673511 2.364548 -4.673290 0.72 -0.66 -0.96 -0.0976
C 5.035761 2.570808 -3.240100 -0.57 -0.09 0.39 -0.3505
O 3.907371 3.062838 -2.591000 -0.81 1.48 1.34 -0.0830
H 3.772891 1.771918 -4.833850 0.15 -0.47 0.40 0.0738
H 5.539241 1.863958 -5.106900 -0.16 -0.10 -0.67 0.0717
H 4.439341 3.265508 -5.240330 0.44 0.35 0.36 0.0764
H 5.851801 3.281988 -3.112010 -0.17 0.34 -0.15 0.1129
H 5.382531 1.696668 -2.688980 0.10 -0.57 -0.49 0.1094
H 3.236011 2.402448 -2.404580 0.24 -0.28 -0.18 0.0845
C 3.492331 -2.974892 6.297660 -0.95 0.38 1.64 -0.0970
C 2.935421 -1.741512 7.051390 0.74 -0.80 -2.12 -0.2916
O 3.396691 -0.603362 6.286780 -1.15 0.47 1.07 -0.0976
H 3.064561 -3.820202 6.836700 0.54 -0.51 -0.10 0.0686
H 4.579901 -2.934102 6.357920 -0.02 -0.44 -0.31 0.0723
H 3.073691 -3.009112 5.291850 0.38 0.19 -0.05 0.0748
H 3.158801 -1.724112 8.118110 0.66 0.26 -0.07 0.1023
H 1.853961 -1.872632 7.014820 -0.18 0.84 -0.33 0.1018
H 4.239711 -0.774452 5.860570 -0.02 -0.38 0.25 0.0664
C 1.318921 -3.282182 -4.306190 -0.15 -0.77 -1.27 -0.0631
C 0.538771 -3.980372 -5.508700 -0.24 -0.55 2.59 -0.3254
O 0.161551 -3.066142 -6.487630 0.27 0.43 -0.77 -0.0663
H 0.771381 -2.756432 -3.523950 -0.45 0.08 -0.47 0.0573
H 2.004331 -2.601962 -4.811780 0.00 0.24 0.19 0.0647
H 1.947421 -4.003382 -3.783730 -0.05 -0.23 -0.10 0.0561
H -0.365439 -4.520842 -5.228700 -0.25 0.21 0.88 0.0976
H 1.122321 -4.852622 -5.803210 0.73 0.48 -0.92 0.0975
H -0.777059 -3.185142 -6.650270 0.14 0.13 -0.11 0.0818
C -1.245129 5.682038 -2.244330 0.04 1.53 -1.12 -0.0738
C -0.034329 6.330088 -2.949470 0.23 -0.20 1.33 -0.3452
O 0.064931 6.054148 -4.310730 -0.53 -0.91 -1.13 -0.0768
H -1.501879 4.751718 -2.750970 -0.01 -0.08 0.38 0.0715
H -2.044589 6.416478 -2.342140 -0.54 -0.44 0.00 0.0640
H -1.028119 5.601538 -1.179190 -0.01 -0.42 -0.15 0.0712
H 0.792671 5.890618 -2.391760 0.72 0.43 -0.25 0.1010
H -0.055849 7.417848 -2.883170 0.04 0.06 0.79 0.1101
H 0.706301 6.640158 -4.719180 0.01 -0.03 0.12 0.0849
C -5.055919 -1.872662 4.166420 -1.40 0.26 -0.85 -0.0996
C -5.368839 -1.954012 5.651900 2.56 -2.18 0.92 -0.2355
O -4.361469 -2.928272 6.197480 0.08 0.81 -0.12 -0.1398
H -5.091189 -2.843772 3.672650 0.06 -0.21 0.37 0.0717
H -4.137769 -1.396522 3.822340 0.30 -0.04 0.90 0.0740
H -5.820509 -1.301232 3.640140 -0.33 0.21 0.07 0.0636
H -6.267029 -2.451052 6.018380 -0.73 0.87 -0.93 0.1073
H -5.154829 -1.044712 6.213570 -0.37 0.15 -0.27 0.1000
H -4.792709 -3.734002 6.491470 -0.17 0.14 -0.09 0.0580
C -4.537679 -1.578502 -4.299180 -0.32 -1.13 1.47 -0.0784
C -4.157929 -2.259882 -2.926320 0.36 1.92 -2.03 -0.3074
O -3.403869 -1.293582 -2.250640 0.48 0.53 1.33 -0.1047
H -3.823229 -0.810692 -4.596030 0.44 -0.61 -0.13 0.0682
H -5.453889 -1.017982 -4.113520 -0.40 -0.35 -0.54 0.0633
H -4.614559 -2.455022 -4.942540 -0.49 0.73 -0.87 0.0651
H -3.472929 -3.077492 -3.150790 -0.56 -0.42 0.56 0.1089
H -5.074299 -2.399362 -2.352800 0.11 -1.18 -0.13 0.1093
H -4.065159 -0.613892 -2.101220 0.41 0.55 0.36 0.0772
C -1.890359 2.622278 -6.832180 -1.88 -0.37 0.08 -0.0792
C -3.291809 3.327278 -6.758750 1.67 1.77 -1.73 -0.2647
O -3.100739 4.784818 -6.793390 -0.46 -1.11 0.55 -0.1114
H -2.107139 1.750738 -7.449860 0.33 -0.65 0.52 0.0591
H -1.582099 2.376668 -5.815940 0.43 -0.22 -0.28 0.0634
H -1.117199 3.122128 -7.415690 -0.28 0.63 0.38 0.0736
H -3.962689 3.013588 -5.958990 0.33 -0.07 0.23 0.0996
H -3.790399 3.164988 -7.714360 -0.21 -0.23 0.15 0.0973
H -2.475029 4.975538 -6.090740 0.13 0.27 0.14 0.0555
C 4.811241 -4.444212 1.329010 -0.64 0.00 0.13 -0.0998
C 5.430911 -4.964472 0.032250 0.80 0.44 0.82 -0.2935
O 6.547481 -5.811622 0.389420 -0.67 -0.33 -0.07 -0.0931
H 4.374831 -5.275472 1.882770 0.43 -0.29 0.12 0.0703
H 3.927121 -3.820952 1.194920 0.08 0.31 -0.56 0.0644
H 5.477081 -3.893122 1.993140 0.27 -0.16 -0.23 0.0707
H 5.825491 -4.183252 -0.617450 -0.31 0.28 0.05 0.1050
H 4.647811 -5.492022 -0.512300 0.29 -0.40 -0.14 0.1023
H 7.370621 -5.509412 -0.001370 -0.26 0.17 -0.14 0.0735
```
Forces are in eV/Å.



LUMO energy in eV, matching the order above: -1.00; 0.21